[1]
Entry from the Open Molecules 2025 dataset: C52H57F3FeN3O as an isolated structure (ωB97M-V with the def2-TZVPD basis set).

Calculated values
Lowest unoccupied orbital energy (spin up / spin down): 2.02 / 0.83 eV
HOMO (spin up / spin down): -0.43 / -3.07 eV

ORCA input file:
```
! RIJCOSX wB97M-V def2-TZVPD def2/J DEFGRID3
* xyz -1 5
C 1.96 -4.05 -3.33
C 1.68 -2.74 -4.06
C 1.38 -2.97 -5.54
C 2.82 -1.74 -3.86
C 4.09 -2.03 -4.35
C 5.14 -1.12 -4.20
C 4.91 0.11 -3.58
C 3.65 0.44 -3.10
C 3.38 1.77 -2.41
C 4.13 2.94 -3.06
C 3.70 1.68 -0.93
C 2.62 -0.51 -3.20
N 1.31 -0.20 -2.66
N 0.41 0.47 -3.41
N -0.73 0.47 -2.67
C -1.91 1.10 -3.22
C -2.83 0.32 -3.95
C -2.59 -1.18 -4.20
C -2.54 -1.50 -5.69
C -3.62 -2.05 -3.49
C -4.00 0.92 -4.40
C -4.25 2.27 -4.13
C -3.30 3.05 -3.48
C -2.10 2.49 -3.06
C -1.02 3.35 -2.39
C -1.30 3.53 -0.90
C -0.85 4.71 -3.06
C -0.51 -0.10 -1.42
C -1.47 -0.06 -0.35
C -1.03 -0.09 1.00
C -1.92 -0.05 2.06
C -3.28 0.04 1.80
C -4.23 0.07 2.96
F -5.53 0.05 2.58
F -4.04 -1.00 3.81
F -4.05 1.20 3.73
C -3.76 0.11 0.50
C -2.88 0.04 -0.56
C 0.80 -0.56 -1.39
C 1.57 -1.19 -0.43
H 2.14 -3.85 -2.26
H 1.11 -4.73 -3.42
H 2.85 -4.54 -3.74
H 0.79 -2.28 -3.60
H 1.15 -2.02 -6.03
H 2.23 -3.43 -6.05
H 0.51 -3.64 -5.65
H 4.26 -2.99 -4.85
H 6.13 -1.37 -4.57
H 5.73 0.82 -3.46
H 2.31 1.96 -2.53
H 3.95 2.97 -4.14
H 3.78 3.89 -2.63
H 5.21 2.87 -2.88
H 3.13 0.87 -0.46
H 4.77 1.48 -0.78
H 3.44 2.62 -0.42
H -1.60 -1.40 -3.77
H -1.77 -0.89 -6.19
H -2.29 -2.56 -5.84
H -3.51 -1.29 -6.17
H -3.61 -1.87 -2.41
H -4.63 -1.84 -3.87
H -3.40 -3.11 -3.67
H -4.73 0.32 -4.95
H -5.20 2.71 -4.45
H -3.49 4.11 -3.30
H -0.08 2.79 -2.51
H -1.37 2.56 -0.39
H -0.49 4.10 -0.43
H -2.25 4.06 -0.75
H -0.71 4.60 -4.14
H -1.72 5.35 -2.88
H 0.04 5.21 -2.65
H 0.05 -0.12 1.19
H -1.55 -0.09 3.08
H -4.83 0.20 0.31
H -3.27 0.07 -1.58
H 1.07 -1.54 0.45
H 2.60 -1.44 -0.68
C 2.02 5.29 3.44
O 0.68 4.81 3.69
C 0.52 3.54 4.16
C -0.77 3.22 4.64
C -0.99 2.01 5.25
C 0.05 1.04 5.37
C -0.23 -0.17 6.04
C 0.67 -1.29 6.10
C 0.90 -2.20 7.24
C 1.78 -3.26 6.81
C 2.09 -3.05 5.41
C 1.43 -1.85 4.97
Fe 0.13 -3.15 5.71
C -1.54 -3.01 4.62
C -1.84 -3.22 6.02
C -1.18 -4.43 6.45
C -0.46 -4.98 5.31
C -0.67 -4.09 4.18
C 1.33 1.36 4.82
C 1.56 2.59 4.23
H 1.87 6.33 3.17
H 2.66 5.21 4.33
H 2.47 4.74 2.60
H -1.55 3.97 4.54
H -1.97 1.78 5.66
H -1.13 -0.23 6.65
H 0.55 -1.99 8.25
H 2.21 -4.03 7.44
H 2.79 -3.64 4.82
H 1.53 -1.34 4.02
H -2.00 -2.26 3.98
H -2.55 -2.63 6.60
H -1.30 -4.91 7.42
H 0.06 -5.93 5.28
H -0.34 -4.24 3.15
H 2.15 0.65 4.90
H 2.56 2.84 3.85
*
```

---

[2]
Entry from the Open Molecules 2025 dataset: a 2-piece molecular cluster, C6H12N2O overall (ωB97M-V with the def2-TZVPD basis set).

Calculated values
SMILES: CN(N)C=O.C=C=CC
Lowest unoccupied orbital energy: 0.88 eV
HOMO: -9.16 eV
Energy relative to the best compared isomer or geometry (same formula, charge and spin): 82.3 kcal/mol

ORCA input file:
```
! RIJCOSX wB97M-V def2-TZVPD def2/J DEFGRID3
* xyz 0 1
C -3.08 -0.16 -1.27
N -1.90 -0.70 -0.63
N -1.49 -1.92 -1.24
C -1.73 -0.59 0.75
O -1.23 -1.47 1.41
H -2.86 0.10 -2.31
H -3.50 0.67 -0.70
H -3.88 -0.90 -1.35
H -0.53 -2.07 -0.96
H -2.05 -2.70 -0.88
H -2.23 0.31 1.15
C 1.42 0.29 -1.02
C 1.68 0.36 0.27
C 2.50 0.51 1.29
C 3.19 1.81 1.63
H 2.16 0.07 -1.77
H 0.37 0.28 -1.28
H 2.99 -0.35 1.74
H 4.25 1.82 1.39
H 3.18 1.99 2.71
H 2.73 2.63 1.09
*
```

---

[3]
Entry from the Open Molecules 2025 dataset: C45H45CuN2O2SSb as an isolated structure (ωB97M-V with the def2-TZVPD basis set).

Calculated values
Lowest unoccupied orbital energy (spin up / spin down): 4.28 / 4.28 eV
HOMO (spin up / spin down): -1.14 / -1.11 eV
Energy relative to the best compared isomer or geometry (same formula, charge and spin): 4.5 kcal/mol

ORCA input file:
```
! RIJCOSX wB97M-V def2-TZVPD def2/J DEFGRID3
* xyz -2 2
Cu 0.71 -0.29 0.14
C -0.18 2.54 2.50
C -0.11 3.10 1.12
C 0.05 4.49 0.94
C 0.09 5.00 -0.33
C 0.03 4.13 -1.43
C 0.07 4.58 -2.76
C 0.05 3.67 -3.79
C 0.00 2.31 -3.53
C -0.04 1.81 -2.24
S -0.04 0.11 -2.00
C -0.07 2.73 -1.15
N -0.19 2.27 0.11
H 0.31 3.20 3.21
H 0.31 1.56 2.49
H -1.22 2.41 2.82
H 0.14 5.13 1.80
H 0.21 6.07 -0.50
H 0.14 5.64 -2.96
H 0.09 4.02 -4.82
H 0.01 1.60 -4.34
C -2.81 -4.73 -1.04
C -2.05 -5.04 0.08
C -0.95 -4.28 0.42
C -0.56 -3.16 -0.35
C -1.37 -2.84 -1.46
C -2.44 -3.63 -1.80
N 0.55 -2.44 -0.01
C 1.66 -3.13 0.38
C 2.55 -2.66 1.37
C 3.71 -3.32 1.66
C 4.05 -4.50 1.01
C 3.19 -4.99 0.04
C 2.02 -4.33 -0.27
H -3.67 -5.33 -1.31
H -2.33 -5.89 0.70
H -0.36 -4.54 1.29
H -1.08 -2.01 -2.08
H -3.00 -3.39 -2.70
H 2.27 -1.75 1.88
H 4.37 -2.93 2.43
H 4.98 -5.02 1.24
H 3.44 -5.91 -0.49
H 1.37 -4.72 -1.04
C -0.44 -0.85 2.58
O 0.69 -0.31 2.03
H -0.33 -0.90 3.68
H -0.67 -1.87 2.23
H -1.35 -0.24 2.39
C 3.39 0.27 0.12
O 2.22 0.87 -0.23
H 4.23 0.92 -0.17
H 3.54 -0.71 -0.38
H 3.46 0.10 1.21
C -3.23 0.37 -3.34
C -4.16 -0.70 -2.89
C -4.87 -1.44 -3.82
C -5.72 -2.47 -3.44
C -5.89 -2.74 -2.10
C -5.19 -2.00 -1.15
C -4.32 -0.99 -1.53
Sb -3.03 0.08 -0.11
C -4.29 1.91 -0.29
C -3.51 3.05 -0.42
C -4.08 4.30 -0.59
C -5.45 4.43 -0.62
C -6.24 3.30 -0.50
C -5.68 2.04 -0.33
C -6.58 0.85 -0.18
C -3.85 -0.83 1.71
C -3.69 -2.21 1.78
C -3.94 -2.91 2.94
C -4.28 -2.22 4.09
C -4.40 -0.84 4.05
C -4.19 -0.14 2.87
C -4.33 1.35 2.87
H -3.27 0.49 -4.42
H -2.20 0.12 -3.06
H -3.47 1.33 -2.87
H -4.74 -1.22 -4.87
H -6.24 -3.06 -4.19
H -6.54 -3.54 -1.78
H -5.35 -2.21 -0.11
H -2.44 2.95 -0.40
H -3.44 5.17 -0.68
H -5.91 5.40 -0.75
H -7.32 3.40 -0.52
H -7.58 1.16 0.15
H -6.17 0.14 0.54
H -6.68 0.33 -1.13
H -3.36 -2.75 0.90
H -3.84 -3.99 2.96
H -4.45 -2.76 5.02
H -4.65 -0.30 4.95
H -4.54 1.73 3.87
H -5.12 1.67 2.20
H -3.40 1.81 2.51
*
```

---

Table of E_tot (eV), in record order: -103901.757; -11441.103; -116483.141